# 1
# C20H12BrNO11RhS3

A molecular structure, C20H12BrNO11RhS3 in a non-equilibrium geometry (ωB97M-V/def2-TZVPD, the OMol25 dataset).

Geometry as XYZ:
```
49
C20H12BrNO11RhS3, DFT ωB97M-V/def2-TZVPD
Rh -0.12694 0.21378 0.09914
O -3.32757 -1.31910 0.38464
S -2.48772 -1.61645 1.50859
O -3.16653 -1.64769 2.78671
O -1.22331 -0.82977 1.62856
C -1.85812 -3.28584 1.26872
C -2.19084 -4.23623 2.21948
C -1.74690 -5.54217 2.08786
C -0.99546 -5.89986 0.97718
C -0.63622 -4.93537 0.04699
C -1.05608 -3.61911 0.19980
S -0.34526 -2.41042 -0.94280
O 0.07699 -3.19745 -2.07253
O -1.27446 -1.33028 -1.27512
O 0.79730 -1.82559 -0.16984
H -2.77457 -3.90261 3.06482
H -1.98402 -6.27012 2.85113
H -0.67640 -6.92502 0.84768
H -0.03370 -5.17832 -0.81447
O -2.05662 3.22432 -1.68068
S -1.88453 1.81759 -1.43745
O -2.19418 1.38269 -0.09001
N -0.34403 1.32949 -1.77804
C -0.27819 0.65425 -2.95720
O 0.75062 0.27948 -3.48617
C -1.63517 0.47654 -3.57617
C -1.90136 -0.10147 -4.80918
C -3.21882 -0.15751 -5.24162
C -4.24990 0.34097 -4.45486
C -3.98503 0.90819 -3.21309
C -2.67292 0.96625 -2.80041
H -1.09213 -0.47408 -5.42077
H -3.45057 -0.59895 -6.20132
H -5.27012 0.28959 -4.81063
H -4.77908 1.28519 -2.58648
Br 1.68543 3.62492 4.95971
C 2.30508 1.94516 4.37074
C 3.27912 1.32362 5.13950
C 3.74842 0.07746 4.76887
C 3.25219 -0.55066 3.63572
C 2.29496 0.08111 2.86181
C 1.82733 1.34257 3.21319
C 0.82776 2.06006 2.30330
O 0.11072 2.91702 2.78104
O 0.94618 1.70823 1.08329
H 3.66180 1.81626 6.02272
H 4.50940 -0.40088 5.36821
H 3.62256 -1.52376 3.35000
H 1.89244 -0.39633 1.97098
```

Properties
HOMO level (spin up / spin down) = -6.70 / -6.70 eV
Calculated total energy = -150503.61776 eV
Charge = -1
ΔE to the lowest compared entry with this formula, charge and spin = 103.0 kJ/mol



# 2
# CH3Cl2FN2OS2

CH3Cl2FN2OS2 in the gas phase in a non-equilibrium geometry (ωB97M-V/def2-TZVPD, the OMol25 dataset).

Geometry as XYZ:
```
12
CH3Cl2FN2OS2, DFT ωB97M-V/def2-TZVPD
C -1.38956 -0.30556 0.14357
N -0.15434 -0.21118 0.87291
N 1.35510 0.79904 -1.33144
O 0.09735 2.20962 0.52910
F 0.48786 1.04368 -2.39112
S 2.68508 0.93489 0.97787
S 0.92603 1.11353 0.12277
Cl 0.45976 -1.54415 1.47197
Cl 0.85929 -2.82681 -0.45605
H -2.24494 0.44473 0.43245
H -1.25193 -0.33418 -0.90043
H -1.82969 -1.32361 0.52840
```

Properties
HOMO level (spin up / spin down) = -9.03 / -9.63 eV
Calculated total energy = -55536.91770 eV
Charge = 0
ΔE to the lowest compared entry with this formula, charge and spin = 676.7 kJ/mol



# 3
# C16H18F5NO8P2SSc

A molecular structure, C16H18F5NO8P2SSc in a non-equilibrium geometry (ωB97M-V/def2-TZVPD, the OMol25 dataset).

Geometry as XYZ:
```
52
C16H18F5NO8P2SSc, DFT ωB97M-V/def2-TZVPD
Sc 0.14315 0.04541 -0.52168
C -0.27766 2.28674 3.06067
C -0.62733 0.80761 3.25504
O -0.99753 0.57152 4.55778
P -2.00084 0.28085 2.06396
O -3.26780 1.15470 2.23418
O -2.40718 -1.10653 2.61183
O -1.63858 0.36980 0.54984
P 0.80515 -0.23443 2.72468
O 2.02753 -0.05807 3.72267
O 1.23157 0.18257 1.33256
O 0.19088 -1.59138 2.83833
H -1.21118 2.89615 3.22976
H -0.00383 2.45115 2.05445
H 0.50412 2.52955 3.74905
H -0.72231 -0.26251 4.86414
H -3.71842 0.99573 3.07048
H -1.59136 -1.70750 2.65704
H 2.32341 -0.91976 3.91355
F 5.60196 2.75101 1.02423
C 4.53546 2.55020 0.30415
C 4.20072 1.30612 -0.11891
F 5.00806 0.25278 0.26271
C 3.00420 1.11331 -0.78357
F 2.77522 -0.16273 -1.19620
C 2.10630 2.13980 -0.98430
S 0.54433 2.00367 -1.72049
C 2.48402 3.39904 -0.54200
F 1.70188 4.47502 -0.65838
C 3.70440 3.64865 0.06152
F 3.91879 4.82813 0.60732
O 0.31180 -2.07280 -0.04830
C -0.41907 -3.10270 -0.63827
C 0.03315 -3.40094 -2.01292
C -0.00153 -2.16115 -2.90046
C -1.28742 -1.36476 -2.99815
C -2.26774 -1.56015 -3.99618
C -3.44233 -0.74532 -4.06738
C -3.61142 0.12700 -3.00516
C -2.65700 0.26309 -2.05231
N -1.49547 -0.42592 -1.98014
H 0.40289 -2.21884 0.91455
H -1.47062 -2.80437 -0.59567
H -0.32878 -4.03066 -0.00816
H -0.70371 -4.11557 -2.49945
H 1.04086 -3.90391 -2.11330
H 0.29795 -2.43756 -3.88962
H 0.84432 -1.51162 -2.63865
H -1.99301 -2.21742 -4.77181
H -4.18318 -0.99514 -4.78155
H -4.55774 0.68841 -2.86614
H -2.85910 0.99371 -1.27534
```

Properties
HOMO level = -11.35 eV
Calculated total energy = -98458.21324 eV
Charge = +1



# 4
# C10H20BaF8N2O12S4

A molecular structure, C10H20BaF8N2O12S4 in a non-equilibrium geometry (ωB97M-V/def2-TZVPD, the OMol25 dataset).

Geometry as XYZ:
```
57
C10H20BaF8N2O12S4, DFT ωB97M-V/def2-TZVPD
Ba 0.71709 -0.07826 -0.19782
C 3.45623 3.40685 -0.38347
F 3.03680 4.10125 -1.44060
F 3.97570 2.33307 -0.93988
F 4.43333 4.10962 0.20360
S 1.93596 3.09356 0.83762
O 2.31797 1.89846 1.53277
O 1.72477 4.22815 1.72376
N 0.73181 2.52702 -0.20657
S -0.28323 3.73137 -0.25541
O -1.17469 3.67344 0.89329
O 0.24595 5.02931 -0.63258
C -1.29248 3.22583 -1.82893
F -0.50676 3.52194 -2.90968
F -1.65767 1.91783 -1.84114
F -2.38444 3.95759 -1.84690
N 2.63537 -1.65238 -0.68515
S 3.96769 -1.99405 -0.07380
O 5.21788 -1.54034 -0.77576
O 3.98955 -3.20188 0.73853
F 3.93473 -0.89069 1.08279
S 2.94723 -2.69104 -1.98390
O 3.07205 -4.09236 -1.71012
O 3.77244 -2.19416 -3.08518
F 1.44435 -2.61835 -2.60397
C 0.39246 -0.92189 3.41337
O -0.17720 -0.22001 2.25321
C -0.95025 0.89221 2.61971
C -2.39317 0.89652 2.01000
O -2.36679 0.77943 0.61030
C -3.58513 1.23076 -0.00590
H 1.25009 -1.54046 3.14890
H -0.41725 -1.45202 3.91481
H 0.65668 -0.16470 4.15158
H -0.40023 1.79898 2.36805
H -1.06825 1.04010 3.69316
H -2.76248 1.88476 2.28402
H -3.08812 0.17860 2.44557
H -3.79100 2.30015 0.04024
H -4.36245 0.65406 0.49539
H -3.67246 0.92065 -1.04720
C 0.15718 -3.54706 0.67758
O -0.63715 -2.37447 0.76099
C -1.95723 -2.54336 0.15835
C -1.95868 -2.36394 -1.37274
O -1.25585 -1.18539 -1.80057
C -1.35745 -1.01434 -3.22837
H 0.19702 -3.74845 -0.39291
H -0.21320 -4.36004 1.30207
H 1.12421 -3.17387 1.01473
H -2.63626 -1.78758 0.55308
H -2.35639 -3.51935 0.43442
H -2.98615 -2.19257 -1.69375
H -1.56564 -3.30118 -1.76667
H -0.88843 -1.91855 -3.61633
H -0.77985 -0.14428 -3.54058
H -2.40840 -0.90442 -3.49581
```

Properties
HOMO level = -10.69 eV
Calculated total energy = -104015.21561 eV
Charge = 0
ΔE to the lowest compared entry with this formula, charge and spin = 285.0 kJ/mol